The following is a quantum chemistry calculation of the ion C7H4N2O2S with charge -2 at a distorted geometry, from the OMol25 dataset.

## Properties
**Energy relative to the best compared isomer or geometry (same formula, charge and spin)**: 31.26 kcal per mole
**E_LUMO**: 5.92 eV
**Highest occupied orbital energy**: 1.69 eV
**Total energy**: -927.2404 Eh
**SMILES**: O=C=N[C@H]1C=CN=CC([S-])=C1[O-]

The geometry in ORCA input format:
```
! RIJCOSX wB97M-V def2-TZVPD def2/J DEFGRID3
* xyz -2 1
C 1.69 -0.22 -1.05
C -0.70 -2.53 -0.60
O -1.02 -3.59 -0.19
H -1.15 1.10 1.54
C 0.23 -0.38 -1.38
C 2.18 -0.51 0.25
C 1.40 -0.82 1.38
H -0.04 0.06 -2.47
H 1.89 -1.30 2.19
C -0.48 0.46 0.88
O 2.27 0.31 -2.03
S 3.84 -0.99 0.38
C -0.53 0.60 -0.48
H -1.14 1.50 -0.76
N 0.18 -0.38 1.71
N -0.42 -1.62 -1.32
*
```

Atomic partial charges in e from the Löwdin method, atoms 1 to 2: number 1, C, carries -0.4996; number 2, C, carries -0.3432